<1>
17
Properties=species:S:1:pos:R:3 method="wB97M-V/def2-TZVPD" homo_lumo_gap_ev=9.928 smiles=NCCCCS homo_energy_ha=-0.326
N 1.514 -0.982 -0.978
C 1.400 0.417 -0.617
C -0.026 0.946 -0.790
C -1.097 0.116 -0.099
C -1.023 0.097 1.418
S -2.052 -1.215 2.126
H 2.460 -1.203 -1.260
H 0.909 -1.211 -1.760
H 1.690 0.557 0.418
H 2.038 1.089 -1.205
H -0.065 1.993 -0.474
H -0.267 0.954 -1.847
H -1.017 -0.906 -0.461
H -2.076 0.480 -0.413
H -1.308 1.041 1.885
H 0.024 -0.069 1.699
H -1.103 -2.103 2.360

=====

<2>
17
Properties=species:S:1:pos:R:3 method="wB97M-V/def2-TZVPD" homo_lumo_gap_ev=4.608 homo_energy_ha=-0.224
C -1.190 -0.431 -0.504
C -0.672 0.608 0.608
C -0.726 1.345 -0.637
S 2.016 -0.492 -0.739
C 3.253 -0.430 0.596
N -2.661 -0.469 -0.280
H -1.026 -0.443 -1.584
H -0.861 -1.433 -0.109
H -1.567 0.735 1.201
H 0.228 0.225 1.133
H 0.152 1.838 -1.030
H -1.504 2.088 -0.797
H 3.140 -1.272 1.314
H 3.170 0.493 1.192
H 4.276 -0.516 0.222
H -2.798 -1.116 0.484
H -3.231 -0.729 -1.072

=====

<3>
17
Properties=species:S:1:pos:R:3 method="wB97M-V/def2-TZVPD" homo_lumo_gap_ev=8.021 homo_energy_ha=-0.329
C -0.798 0.657 -1.563
C -0.942 0.512 0.051
C -0.675 -0.959 0.589
C 0.946 -0.929 0.987
H -1.138 1.594 -1.847
H -1.393 -0.039 -2.333
H 0.395 0.793 -1.716
H -1.883 1.132 0.363
H 0.901 1.518 0.232
H -0.372 2.581 0.416
H -0.943 -1.820 -0.111
H -1.275 -1.070 1.518
H 1.189 -0.245 1.816
H 1.187 -2.030 1.353
H 2.853 -2.474 0.090
N -0.073 1.540 0.591
S 2.020 -0.761 -0.438

=====

<4>
17
Properties=species:S:1:pos:R:3 method="wB97M-V/def2-TZVPD" homo_lumo_gap_ev=9.813 smiles=CCNCCS homo_energy_ha=-0.324
C 0.906 -2.881 1.801
C 0.094 -1.704 1.258
N 0.994 -0.810 0.513
C 0.562 0.512 0.121
C -0.556 0.418 -0.935
S -1.005 2.128 -1.399
H 0.742 -3.794 1.228
H 1.964 -2.675 1.911
H 0.442 -3.107 2.756
H -0.422 -1.151 2.050
H -0.615 -2.126 0.547
H 1.853 -0.800 1.047
H 1.431 0.951 -0.373
H 0.229 1.130 0.971
H -0.143 -0.186 -1.739
H -1.423 -0.016 -0.443
H -2.308 1.858 -1.482

=====

The least stable of them is <2>.

=====

<1>
17
Properties=species:S:1:pos:R:3 method="wB97M-V/def2-TZVPD" homo_lumo_gap_ev=9.351 smiles="C=CN.CSC" homo_energy_ha=-0.312
C -3.394 0.901 -1.627
C -2.096 0.696 -1.855
N -1.458 -0.595 -2.143
H -4.183 0.298 -2.249
H -3.645 1.990 -1.396
H -1.504 1.609 -2.117
H -0.463 -0.913 -2.228
H -1.907 -1.078 -2.850
C 0.827 -1.056 1.894
S 1.965 -0.109 3.029
C 3.329 0.411 1.849
H 0.301 -0.493 1.006
H 1.491 -1.825 1.524
H 0.016 -1.438 2.482
H 3.082 1.432 1.496
H 3.367 -0.119 0.860
H 4.272 0.290 2.325

=====

<2>
17
Properties=species:S:1:pos:R:3 method="wB97M-V/def2-TZVPD" homo_lumo_gap_ev=9.390 smiles=CCSCNC homo_energy_ha=-0.309
C 2.518 1.203 0.298
C 1.090 0.651 0.444
S 1.055 -1.095 -0.038
C -0.465 -1.084 -1.138
N -1.572 -0.321 -0.623
C -2.107 -0.545 0.714
H 2.441 2.290 0.284
H 2.869 0.887 -0.692
H 3.287 0.950 1.023
H 0.457 1.277 -0.194
H 0.460 0.668 1.338
H -0.662 -2.164 -1.236
H -0.177 -0.696 -2.115
H -2.351 -0.453 -1.259
H -1.436 -0.136 1.470
H -2.449 -1.570 0.889
H -2.958 0.138 0.833

=====

<3>
17
Properties=species:S:1:pos:R:3 method="wB97M-V/def2-TZVPD" homo_lumo_gap_ev=9.726 smiles="C=NC.CCS" homo_energy_ha=-0.323
C 1.227 2.499 0.826
N 2.007 1.662 0.308
C 2.962 0.824 1.028
H 0.501 3.103 0.207
H 0.998 2.869 1.945
H 3.790 1.454 1.242
H 2.578 0.537 1.998
H 3.125 0.081 0.329
C -2.336 -2.269 -0.859
C -1.392 -1.120 -1.222
S -2.144 0.457 -0.793
H -2.343 -2.506 0.198
H -3.388 -2.146 -1.117
H -1.901 -3.024 -1.526
H -1.175 -1.196 -2.279
H -0.433 -1.099 -0.661
H -2.078 -0.125 0.374

=====

<4>
17
Properties=species:S:1:pos:R:3 method="wB97M-V/def2-TZVPD" homo_lumo_gap_ev=9.686 smiles=C[C@@H](N)CCS homo_energy_ha=-0.322
C -0.634 1.382 1.343
C -0.078 0.162 0.682
N -0.947 -1.033 0.548
C 0.454 0.602 -0.643
C 0.526 -0.543 -1.645
S 1.967 -1.649 -1.495
H -1.661 1.719 0.897
H -0.127 2.343 1.458
H -1.074 1.069 2.260
H 0.834 -0.057 1.317
H -0.768 -1.861 1.042
H -1.961 -0.992 0.498
H -0.303 1.385 -1.098
H 1.549 0.898 -0.615
H -0.374 -1.148 -1.632
H 0.579 -0.143 -2.650
H 2.017 -2.133 -0.268

=====

The least stable of them is <1>.

=====

<1>
17
Properties=species:S:1:pos:R:3 method="wB97M-V/def2-TZVPD" homo_lumo_gap_ev=9.230 smiles="C=CN.CSC" homo_energy_ha=-0.306
C -3.329 1.140 1.351
C -4.044 1.621 0.293
N -4.272 1.187 -1.033
H -2.850 0.116 1.355
H -2.936 1.804 2.176
H -4.666 2.415 0.725
H -3.914 0.194 -1.151
H -5.137 1.372 -1.475
C 4.560 -0.497 -0.101
S 3.608 -1.756 0.783
C 2.348 -1.718 -0.347
H 5.417 -0.844 -0.751
H 5.288 0.040 0.623
H 3.969 0.288 -0.503
H 1.354 -1.256 -0.017
H 2.589 -1.394 -1.444
H 2.016 -2.712 -0.485

=====

<2>
17
Properties=species:S:1:pos:R:3 method="wB97M-V/def2-TZVPD" homo_lumo_gap_ev=8.971 smiles="C=CN.CSC" homo_energy_ha=-0.293
C 2.326 -0.816 -1.075
C 2.396 0.504 -0.668
N 3.183 1.466 -1.237
H 3.242 -1.449 -1.252
H 1.337 -1.259 -1.088
H 1.535 0.909 -0.141
H 3.929 0.902 -1.768
H 3.575 2.084 -0.513
C -2.264 -1.483 0.211
S -1.622 0.214 0.116
C -2.504 0.990 1.547
H -1.689 -2.325 -0.234
H -2.693 -1.815 1.176
H -3.219 -1.493 -0.404
H -3.479 1.361 1.201
H -1.682 1.812 1.727
H -2.373 0.400 2.401

=====

<3>
17
Properties=species:S:1:pos:R:3 method="wB97M-V/def2-TZVPD" homo_lumo_gap_ev=9.643 smiles=CCNCCS homo_energy_ha=-0.317
C -1.370 2.185 0.052
C -0.521 1.028 -0.447
N -0.919 -0.237 0.205
C 0.140 -1.069 0.684
C 1.004 -1.681 -0.455
S 2.763 -1.834 0.025
H -0.752 3.095 0.099
H -1.646 2.052 1.103
H -2.324 2.401 -0.432
H -0.618 0.864 -1.528
H 0.525 1.167 -0.175
H -1.623 -0.713 -0.338
H 0.888 -0.506 1.267
H -0.041 -1.893 1.369
H 0.852 -1.533 -1.520
H 0.718 -2.749 -0.462
H 2.926 -0.578 0.551

=====

The least stable of them is <1>.

=====

<1>
17
Properties=species:S:1:pos:R:3 method="wB97M-V/def2-TZVPD" homo_lumo_gap_ev=9.520 smiles=CNCCSC homo_energy_ha=-0.311
C -3.608 0.092 0.368
N -2.625 -0.203 1.444
C -1.278 0.388 1.350
C -0.579 -0.218 0.121
S 1.185 0.270 0.166
C 1.798 -0.779 -1.218
H -3.861 1.145 0.275
H -4.536 -0.468 0.585
H -3.234 -0.230 -0.622
H -2.551 -1.184 1.627
H -0.727 0.191 2.294
H -1.283 1.491 1.308
H -1.031 0.105 -0.840
H -0.696 -1.314 0.067
H 1.519 -0.464 -2.227
H 2.882 -0.741 -1.249
H 1.503 -1.810 -1.065

=====

<2>
17
Properties=species:S:1:pos:R:3 method="wB97M-V/def2-TZVPD" homo_lumo_gap_ev=6.526 homo_energy_ha=-0.351
C 0.100 -1.720 0.422
C 0.410 -0.398 -0.219
C -0.827 0.526 -0.185
C -0.535 2.033 -0.139
S -0.196 -1.181 3.354
N 0.927 -0.491 -1.598
H -0.046 -1.648 1.522
H 0.863 -2.496 0.336
H -0.826 -2.123 0.007
H 1.214 0.120 0.332
H -1.506 0.297 -0.997
H -1.329 0.326 0.762
H -0.022 2.463 -1.001
H -1.381 2.566 0.306
H 0.226 2.243 0.635
H 1.820 -0.958 -1.587
H 1.108 0.441 -1.948

=====

<3>
17
Properties=species:S:1:pos:R:3 method="wB97M-V/def2-TZVPD" homo_lumo_gap_ev=3.323 homo_energy_ha=-0.259
C 1.308 0.142 -1.563
N 1.398 1.564 -1.535
C 1.332 2.050 -0.199
C -2.113 -1.634 2.805
S -1.447 -1.275 1.135
C -0.093 -0.376 -1.802
H 1.970 -0.199 -2.368
H 1.737 -0.396 -0.672
H 0.482 1.727 0.455
H 1.394 3.120 -0.342
H 2.139 1.718 0.497
H -3.098 -2.087 2.821
H -2.300 -0.582 3.161
H -1.421 -2.288 3.373
H -0.697 -0.373 -0.887
H -0.568 0.219 -2.591
H -0.025 -1.333 -2.289

=====

<4>
17
Properties=species:S:1:pos:R:3 method="wB97M-V/def2-TZVPD" homo_lumo_gap_ev=9.964 smiles=CCNCCS homo_energy_ha=-0.329
C 2.457 -1.095 0.245
C 1.416 -0.058 -0.126
N 0.127 -0.430 0.359
C -0.833 0.589 -0.100
C -2.285 0.174 0.170
S -3.441 1.512 -0.355
H 2.107 -1.988 -0.194
H 3.457 -0.887 -0.133
H 2.361 -1.228 1.324
H 1.407 0.294 -1.199
H 1.824 0.906 0.282
H -0.110 -1.375 0.093
H -0.703 0.661 -1.108
H -0.589 1.397 0.503
H -2.331 -0.004 1.274
H -2.458 -0.829 -0.333
H -2.408 2.359 -0.701

=====

The least stable of them is <3>.

=====

<1>
17
Properties=species:S:1:pos:R:3 method="wB97M-V/def2-TZVPD" homo_lumo_gap_ev=10.619 smiles=CO[C@H]1CO[C@H]1C homo_energy_ha=-0.354
C -1.156 -2.088 -0.164
O -0.262 -1.038 -0.444
C -0.079 -0.124 0.601
C 1.359 0.033 1.119
O 1.364 1.431 0.805
C 0.080 1.346 0.156
C 0.165 1.576 -1.336
H -0.841 -2.676 0.709
H -2.176 -1.717 0.012
H -1.167 -2.742 -1.040
H -0.829 -0.264 1.389
H 2.084 -0.534 0.520
H 1.533 -0.150 2.185
H -0.628 2.046 0.620
H -0.822 1.463 -1.796
H 0.534 2.587 -1.537
H 0.841 0.852 -1.799

=====

<2>
17
Properties=species:S:1:pos:R:3 method="wB97M-V/def2-TZVPD" homo_lumo_gap_ev="8.606 / 8.606" homo_energy_ha="-0.330 / -0.330"
C 1.305 -1.159 -1.976
C 0.796 0.473 0.194
C -0.595 0.985 -0.191
O -0.880 0.926 -1.566
C -1.215 -0.066 0.756
C 0.154 -0.180 1.441
O 0.509 -1.497 1.764
H 1.166 -0.355 -0.459
H 1.257 -0.251 -2.618
H 0.242 -1.486 -1.997
H 1.609 1.194 0.312
H -0.747 2.004 0.197
H -1.784 1.234 -1.701
H -2.085 0.207 1.361
H -1.415 -0.994 0.209
H 0.226 0.484 2.316
H 1.455 -1.518 1.957

=====

<3>
17
Properties=species:S:1:pos:R:3 method="wB97M-V/def2-TZVPD" homo_lumo_gap_ev=8.379 homo_energy_ha=-0.274
O 2.360 -0.692 -1.401
C 1.735 -0.712 0.347
C 0.459 -0.215 0.002
C -0.867 -0.865 0.351
C -1.845 0.248 -0.031
C -1.053 1.504 0.342
O 0.312 1.198 0.116
H 2.751 0.191 -1.527
H 2.498 -0.077 0.794
H 1.853 -1.779 0.510
H 1.161 -0.476 -1.257
H -0.947 -1.077 1.427
H -1.047 -1.799 -0.190
H -2.804 0.186 0.493
H -2.036 0.225 -1.110
H -1.208 1.763 1.401
H -1.321 2.375 -0.266

=====

The least stable of them is <2>.

=====

<1>
17
Properties=species:S:1:pos:R:3 method="wB97M-V/def2-TZVPD" homo_lumo_gap_ev=9.032 total_charge=+1 homo_energy_ha=-0.518
C 1.624 -0.991 -0.643
C -3.046 -0.028 0.718
C 1.863 0.475 -0.834
C -1.896 -0.330 -0.149
N -0.708 -0.593 0.234
S 2.404 -1.809 0.532
S 2.680 1.374 0.471
H -3.094 1.127 0.733
H -3.017 -0.339 1.757
H -4.026 -0.500 0.383
H 2.388 0.313 -1.712
H 1.089 1.160 -1.048
H -2.063 -0.445 -1.220
H -0.697 -0.642 1.255
H 1.083 -1.454 -1.467
H 2.747 -0.549 1.241
H 3.879 0.811 0.298

=====

<2>
17
Properties=species:S:1:pos:R:3 method="wB97M-V/def2-TZVPD" homo_lumo_gap_ev=8.063 total_charge=+1 homo_energy_ha=-0.488
N 2.891 -0.067 1.022
H 2.491 0.610 1.666
H 3.571 0.378 0.395
H 3.148 -0.930 1.515
C -2.003 0.348 -0.375
C -1.604 -0.965 0.261
S -0.009 -0.908 1.260
C 1.100 -0.171 0.226
S 0.674 1.255 -0.593
C -0.964 0.912 -1.321
H -2.938 0.171 -0.914
H -2.247 1.072 0.407
H -2.340 -1.253 1.030
H -1.477 -1.761 -0.496
H 1.855 -0.822 -0.253
H -0.833 0.234 -2.178
H -1.315 1.897 -1.652

=====

The least stable of them is <1>.

=====

<1>
23
Properties=species:S:1:pos:R:3 method="wB97M-V/def2-TZVPD" homo_lumo_gap_ev=10.012 smiles="CC(=O)Oc1cc(C)n(C(C)=O)n1" homo_energy_ha=-0.352
C 1.072 2.275 2.884
C 2.004 1.485 1.957
O 2.990 0.967 2.408
O 1.674 1.543 0.608
C 0.859 0.573 0.264
C 0.202 -0.505 0.977
C -0.512 -1.270 0.090
C -1.341 -2.517 0.367
N -0.425 -0.509 -1.123
C -1.070 -0.623 -2.288
C -0.649 0.191 -3.517
O -1.738 -1.612 -2.619
N 0.492 0.494 -0.970
H 1.177 3.324 2.675
H 1.283 2.190 4.033
H 0.104 2.093 2.523
H 0.277 -0.720 2.081
H -1.553 -2.755 1.364
H -2.393 -2.373 -0.001
H -0.857 -3.359 -0.089
H 0.420 0.225 -3.613
H -0.933 -0.303 -4.418
H -1.083 1.187 -3.595

=====

<2>
23
Properties=species:S:1:pos:R:3 method="wB97M-V/def2-TZVPD" homo_lumo_gap_ev=8.982 smiles="NC(N)(Oc1ccccc1)C(=O)O" homo_energy_ha=-0.312
N 2.683 -1.135 0.997
C 1.776 -0.337 0.224
N 2.025 -0.345 -1.213
O 0.487 -0.823 0.604
C -0.677 -0.268 0.398
C -0.874 0.931 -0.317
C -2.060 1.597 -0.237
C -3.187 1.027 0.410
C -3.075 -0.354 0.799
C -1.866 -0.954 0.807
C 2.022 1.137 0.664
O 1.734 1.520 1.806
O 2.497 1.857 -0.325
H 2.326 -1.106 1.965
H 2.807 -2.038 0.707
H 2.705 -0.989 -1.522
H 1.144 -0.141 -1.639
H 0.014 1.400 -0.802
H -2.146 2.475 -0.875
H -4.131 1.525 0.352
H -3.799 -1.092 1.158
H -1.988 -1.992 1.157
H 2.564 1.169 -1.141

=====

The least stable of them is <1>.

=====

<1>
18
Properties=species:S:1:pos:R:3 method="wB97M-V/def2-TZVPD" homo_lumo_gap_ev=10.005 smiles="C=CC=C.C=NC" homo_energy_ha=-0.326
C -0.017 -1.978 1.085
C -1.242 -1.770 0.619
C -1.524 -1.306 -0.741
C -2.752 -1.249 -1.241
H 0.831 -1.981 0.409
H 0.193 -2.132 2.134
H -2.117 -1.865 1.254
H -0.659 -1.061 -1.349
H -2.960 -0.941 -2.255
H -3.590 -1.536 -0.616
C 0.541 1.602 -0.266
N 1.685 1.190 0.058
C 2.685 2.199 0.372
H -0.219 0.864 -0.512
H 0.248 2.654 -0.347
H 3.091 1.970 1.358
H 2.297 3.223 0.376
H 3.509 2.117 -0.338

=====

<2>
18
Properties=species:S:1:pos:R:3 method="wB97M-V/def2-TZVPD" homo_lumo_gap_ev=7.934 smiles="C=CC(N)=C(C)C" homo_energy_ha=-0.265
C -2.711 0.507 -0.246
C -1.383 0.384 -0.561
C -0.262 -0.147 0.262
N -0.590 -0.485 1.614
C 1.059 -0.230 -0.205
C 2.256 0.080 0.663
C 1.243 -0.174 -1.669
H -3.339 1.322 -0.588
H -3.127 -0.492 0.111
H -0.894 1.132 -1.142
H -1.486 -0.331 2.059
H 0.188 -0.742 2.162
H 3.049 -0.573 0.616
H 1.981 0.052 1.663
H 2.720 1.071 0.498
H 2.276 -0.139 -1.843
H 0.836 -1.117 -2.134
H 0.714 0.695 -2.156

=====

<3>
18
Properties=species:S:1:pos:R:3 method="wB97M-V/def2-TZVPD" homo_lumo_gap_ev=8.687 homo_energy_ha=-0.284
C 1.958 0.179 0.130
C 0.963 1.218 -0.300
C -0.291 0.487 -0.783
C -1.055 -0.183 0.360
C -2.228 -1.028 -0.174
C -0.156 -0.999 1.311
N 1.139 -0.785 1.096
H 1.923 -1.170 1.583
H 2.389 -0.381 -0.725
H 2.837 0.621 0.656
H 0.726 1.826 0.584
H 1.341 1.897 -1.070
H -0.943 1.187 -1.307
H 0.003 -0.287 -1.509
H -1.508 0.609 0.985
H -2.896 -0.426 -0.808
H -1.861 -1.860 -0.786
H -2.824 -1.451 0.642

=====

<4>
18
Properties=species:S:1:pos:R:3 method="wB97M-V/def2-TZVPD" homo_lumo_gap_ev=7.735 homo_energy_ha=-0.278
C -0.302 2.329 -0.210
C -0.981 0.999 0.203
N -0.178 -0.091 -2.161
C 0.324 -0.689 -0.948
C -0.088 -0.171 0.269
C 0.080 -0.958 1.471
C 1.060 -1.834 1.710
H -0.469 2.576 -1.256
H -0.725 3.144 0.370
H 0.765 2.331 -0.032
H -1.530 1.148 1.123
H -1.734 0.822 -0.563
H -0.072 -0.803 -2.882
H 0.406 -1.763 -0.890
H 1.031 -0.038 -1.695
H -0.586 -0.725 2.296
H 1.030 -2.446 2.596
H 1.843 -1.962 0.967

=====

The least stable of them is <4>.

=====

<1>
18
Properties=species:S:1:pos:R:3 method="wB97M-V/def2-TZVPD" homo_lumo_gap_ev=8.896 smiles="C=CC/C(C)=C/N" homo_energy_ha=-0.290
C 0.705 -0.861 2.890
C 0.691 -0.140 1.776
C 0.688 -0.700 0.379
C -0.175 -0.006 -0.643
C -1.241 -0.819 -1.256
C 0.120 1.270 -0.933
N -0.534 2.120 -1.833
H 0.839 -0.329 3.823
H 0.854 -1.922 2.874
H 0.549 0.943 1.777
H 1.736 -0.611 0.069
H 0.460 -1.767 0.450
H -0.849 -1.790 -1.538
H -2.080 -1.042 -0.539
H -1.719 -0.526 -2.185
H 0.838 1.768 -0.289
H -1.030 1.663 -2.585
H 0.146 2.751 -2.237

=====

<2>
18
Properties=species:S:1:pos:R:3 method="wB97M-V/def2-TZVPD" homo_lumo_gap_ev=9.496 homo_energy_ha=-0.312
C 1.937 -0.358 0.948
C 0.576 -0.097 0.339
C -0.492 -1.213 0.280
C -0.964 0.789 -0.744
C -0.299 1.141 0.619
C 0.496 0.433 -1.122
H 2.798 0.329 0.492
H 2.240 -1.484 0.659
H 2.022 -0.407 2.090
H -0.863 -1.505 1.266
H -0.033 -2.116 -0.193
H -1.948 -1.066 -1.132
H -1.627 1.383 -1.310
H 0.162 2.108 0.612
H -1.030 0.995 1.472
H 0.562 -0.276 -1.901
H 1.213 1.323 -1.189
N -1.573 -0.492 -0.397

=====

The least stable of them is <2>.